(1)
Computed, not measured: a cluster of 3 separate species, C4H13NO2 in total in a non-equilibrium geometry, with ωB97M-V with the def2-TZVPD basis set.

Summary:
Expectation value of S² = 0.75
Energy relative to the best compared isomer or geometry (same formula, charge and spin) = 56.49 kcal per mole
Frontier orbital gap (spin up / spin down) = 1.93 / 9.11 eV
HOMO energy (spin up / spin down) = 1.247 / -5.873 eV

Structure (ORCA input):
```
! RIJCOSX wB97M-V def2-TZVPD def2/J DEFGRID3
* xyz -1 2
O 0.69221 2.78183 2.82700
O 5.40556 -1.22762 -0.56453
N -1.51074 0.11333 0.66791
C -2.04612 -0.98473 -0.17596
C -1.79814 -0.58054 -1.72654
C -2.68395 -0.80213 -2.70995
C 0.00209 0.15331 0.66784
H -0.88477 -0.03236 -1.91303
H 0.42987 -0.67371 1.30116
H 0.21679 3.39598 3.41490
H -3.10675 -0.76474 0.05729
H 6.14255 -1.66510 -0.05373
H 0.32319 0.22359 -0.35294
H -2.69117 -0.53215 -3.78013
H 5.90400 -0.59491 -1.08190
H 0.21840 1.14114 1.15335
H -1.91677 0.10536 1.64568
H -1.78018 -2.05619 0.12437
H 1.53786 3.16438 2.92877
H -3.44325 -1.65370 -2.55126
*
```

(2)
Computed, not measured: a structure of composition C56H62Cl3GeN6O2PS3SeTl, with ωB97M-V with the def2-TZVPD basis set.

Summary:
Energy relative to the best compared isomer or geometry (same formula, charge and spin) = 27.16 kcal per mole
Frontier orbital gap = 7.42 eV
HOMO energy = -9.957 eV

Structure (ORCA input):
```
! RIJCOSX wB97M-V def2-TZVPD def2/J DEFGRID3
* xyz 1 1
Tl 0.86463 -0.18741 -0.07536
Se 2.05630 0.96932 -2.19734
Ge 3.84519 -0.29402 -3.10579
Cl -6.00156 2.74228 -4.89683
Cl -1.56262 5.58951 -5.66591
Cl -6.25612 5.74067 -1.36405
S 3.89765 -2.78612 2.40054
S -7.22292 5.94169 1.41107
S 0.05758 -2.53499 1.12901
P -0.89867 0.92942 1.95990
O -6.39992 2.67920 -1.92919
O 3.03572 -3.85655 1.82785
N -1.28804 0.19822 -1.42588
N -3.33790 0.62275 -2.11709
N -0.18224 -5.62356 -1.23277
N 0.30830 -3.49748 -1.43786
N 0.67256 -2.28647 -1.97560
N -0.21434 -4.96572 -0.02866
C 0.31200 -4.88664 -3.54928
C -6.87077 4.96232 0.03446
C 3.56371 0.71948 1.10268
C -3.55326 -1.94447 3.09695
C -7.16394 3.64541 0.24199
C -4.75856 0.94251 -2.08903
C -2.16809 4.47475 -3.28373
C -2.52921 0.44984 -1.05097
C -2.60587 -1.10470 5.13515
C -3.00145 3.76923 -2.43607
C 0.11544 2.38161 4.08995
C 3.96740 -0.95923 -5.95598
C -7.67662 3.44289 1.56373
C -1.89577 -0.17823 3.02353
C -1.81084 -0.22509 4.41252
C -2.57017 4.68805 -4.59021
C 4.35046 -2.40448 -0.93686
C 0.43935 1.61108 2.99833
C 1.10124 3.03481 4.84831
C 0.06915 -3.66455 -0.10539
C 4.12301 -3.70996 -1.69925
C 0.13655 -4.71945 -2.08684
C 5.53325 -2.96948 -5.75002
C 3.15816 -1.26183 -4.69216
C -3.76640 4.16941 -5.05026
C -4.22236 3.25060 -2.85132
C 4.53055 1.44321 1.83696
C -2.03766 4.69450 0.97963
C 4.94900 -1.29692 -1.80143
C -3.17883 2.57832 2.38467
C -5.01589 2.44803 -1.83774
C 1.38995 -2.46274 5.55627
C 5.41329 -1.45265 -5.89326
C 2.25064 0.72944 1.46969
C -3.86354 3.78234 2.25429
C -7.11873 2.48484 -0.72861
C 4.14724 2.16097 2.93053
C -1.29499 0.25492 -2.80509
C -4.57610 3.43719 -4.19259
C 2.40820 2.95520 4.46725
C -2.76560 -1.06054 2.37651
C 3.88696 -4.89748 -0.76548
C 1.97785 -2.87343 4.36675
C 3.12100 -2.23279 3.92531
C 5.25645 -3.63491 3.24787
C -3.47963 -1.96265 4.48384
C 2.79149 2.19787 3.33675
C -2.56109 0.49913 -3.24286
C -1.91705 2.43571 1.81783
C -3.29398 4.83848 1.55799
C -7.75974 4.57987 2.29625
C 3.08712 -0.77393 5.82144
C 1.94221 -1.41350 6.27999
C -1.35643 3.49386 1.09648
C 1.80491 1.47957 2.59138
C 3.68132 -1.18114 4.63598
H -4.21205 -2.63115 2.57822
H -1.21913 4.86283 -2.93337
H 3.88750 0.17198 0.22436
H -2.96261 0.61858 -4.23787
H 5.37453 -0.51452 -1.16788
H -5.24648 0.33490 -1.32892
H 3.69068 -5.81533 -1.32422
H 5.00317 -3.91297 -2.31671
H 4.83213 -4.36393 3.93803
H 5.85646 -4.12943 2.48324
H -0.23212 -4.11394 -4.09354
H -0.05349 -5.86520 -3.85094
H 0.81481 3.61841 5.71584
H -6.74821 1.59711 -0.20086
H 5.56468 1.44043 1.51109
H -7.98453 2.46966 1.93098
H -8.14117 2.27012 -1.03732
H -2.80618 -1.07973 1.29499
H 0.50164 -2.96593 5.91612
H 3.96924 0.12004 -6.12807
H -4.07217 4.32726 -6.07558
H -1.59507 5.51841 0.43120
H 4.77637 0.83928 -3.56258
H -4.65476 2.72123 -0.83519
H 5.03944 -2.61425 -0.11568
H 5.92379 -1.14118 -6.80610
H -2.69961 3.62148 -1.40649
H 1.48414 -1.09500 7.21014
H -0.37272 3.37074 0.65028
H -5.19455 0.70573 -3.05586
H 3.13403 -2.34001 -4.50160
H 6.57762 -3.28021 -5.80003
H -2.88093 0.50556 -0.03221
H -4.09747 -2.64697 5.05236
H -0.92603 2.51917 4.35682
H -4.83833 3.90014 2.71514
H -0.38955 0.14575 -3.38642
H 3.41925 -2.07359 -0.46114
H 5.92261 -0.96233 -5.05651
H -8.12072 4.69965 3.30851
H 3.46799 -1.41763 -6.81557
H 2.12730 -0.92934 -4.82462
H 3.28636 -3.59622 -2.40228
H 5.85558 -2.89423 3.78117
H 5.78164 -1.70546 -2.38638
H -0.37729 -5.48224 0.81639
H -3.82985 5.77491 1.46309
H -0.03418 -1.93322 -2.60700
H 3.05337 -4.71150 -0.08481
H -1.11332 0.41129 4.93800
H -2.53719 -1.12746 6.21687
H 4.87608 2.72956 3.49960
H 4.76826 -5.05749 -0.14259
H 1.36970 -4.81372 -3.81488
H -3.61733 1.75928 2.94697
H 3.51728 0.04257 6.38717
H 5.13065 -3.31735 -4.79377
H 3.17928 3.48626 5.01689
H 4.98875 -3.47644 -6.55096
H 1.56922 -2.34291 -2.44056
H 1.56880 -3.68989 3.78383
H 4.57570 -0.68699 4.26827
*
```

(3)
Computed, not measured: the ion C5H11NO2 with charge +1 in a non-equilibrium geometry, with ωB97M-V with the def2-TZVPD basis set.

Summary:
Expectation value of S² = 0.75
Energy relative to the best compared isomer or geometry (same formula, charge and spin) = 4.22 kcal per mole
Frontier orbital gap (spin up / spin down) = 12.03 / 7.30 eV
HOMO energy (spin up / spin down) = -15.212 / -15.241 eV

Structure (ORCA input):
```
! RIJCOSX wB97M-V def2-TZVPD def2/J DEFGRID3
* xyz 1 2
O -1.65576 -0.88807 0.11639
O 0.04345 -2.05339 -0.76229
N 0.32321 0.47204 1.57628
C -0.86090 1.23492 1.88147
C 0.61499 -0.02291 0.27741
C 0.66228 1.11033 -0.80866
C -0.49117 -1.02505 -0.10590
C 1.24379 0.59209 -2.11933
H 1.15463 0.83657 2.03602
H 1.33726 1.88224 -0.43781
H 0.86451 -0.38861 -2.37126
H -1.76624 0.69506 1.60902
H -0.32936 1.54837 -0.85244
H 2.31409 0.52614 -2.06150
H 1.57480 -0.52616 0.29742
H -0.63110 -2.73200 -0.94454
H 1.03520 1.28629 -2.93921
H -0.88706 1.42159 2.94969
H -0.79416 2.17943 1.31704
*
```

(4)
Computed, not measured: a structure of composition C3HFO2Sm in a non-equilibrium geometry, with ωB97M-V with the def2-TZVPD basis set.

Summary:
Expectation value of S² = 12.01
Energy relative to the best compared isomer or geometry (same formula, charge and spin) = 0.00 kcal per mole
Frontier orbital gap (spin up / spin down) = 7.88 / 8.10 eV
HOMO energy (spin up / spin down) = -17.704 / -17.711 eV

Structure (ORCA input):
```
! RIJCOSX wB97M-V def2-TZVPD def2/J DEFGRID3
* xyz 2 7
Sm 3.81332 -0.11535 -0.52649
F -1.93960 1.25448 -0.74160
O 0.26886 0.83703 -0.64405
O 0.38249 -0.88335 0.58472
C -0.95310 -0.56266 0.50981
C -0.99764 0.53087 -0.25710
C 1.08269 -0.05451 -0.13162
H -1.65703 -1.00651 1.20631
*
```